Entry 1:
Molecular formula: C5H10NS
Method: DFT, the ωB97M-V functional and the def2-TZVPD basis

Element x y z (Å)
1 C 1.501590 -0.072404 0.516009
2 C 0.145026 0.415374 1.087908
3 C -0.485363 -0.594275 1.938075
4 C 0.045926 1.036352 -1.952922
5 C -0.194232 -0.403014 -1.415590
6 N 0.261801 -0.448908 -0.024386
7 S -2.107621 -0.315019 2.493976
8 H 2.248088 0.597392 0.136715
9 H 1.927682 -0.952115 1.155702
10 H -0.300083 1.476425 0.918901
11 H 0.095979 -1.432485 2.147363
12 H -0.152099 1.746170 -1.183935
13 H 1.019330 1.130931 -2.412620
14 H -0.655120 1.273322 -2.734132
15 H 0.250687 -1.293023 -1.960006
16 H -1.270305 -0.580289 -1.619807
17 H -2.331287 -1.584434 2.908751

Cartesian forces (eV/Å) of the 3 atoms listed first:
C -0.3 -2.4 3.2
C -0.3 2.4 -0.4
C -2.4 2.6 -0.4

## Properties
Energy relative to the best compared isomer or geometry (same formula, charge and spin)   99.6 kcal per mole
Net charge   +1
2S+1   1

---

Entry 2:
Molecular formula: C8H16N3
Method: DFT, the ωB97M-V functional and the def2-TZVPD basis

Element x y z (Å)
1 C -0.727863 -0.204751 -2.984406
2 C -0.986534 1.105266 -2.822505
3 C 0.492825 0.460497 -1.225662
4 C -2.034878 0.685910 0.776604
5 C -0.860794 -1.428463 1.548962
6 C 2.707975 -0.328260 1.664119
7 C 0.981607 0.480745 0.087382
8 C -0.836527 0.081168 1.381129
9 N 0.198532 -0.553422 -2.022217
10 N -0.177703 1.501121 -1.771966
11 N 1.964935 -0.390202 0.425428
12 H -1.061771 -0.930052 -3.720238
13 H -1.645229 1.799211 -3.374284
14 H -2.451592 0.065399 -0.040608
15 H -1.613827 1.560881 0.227239
16 H -2.779212 0.989281 1.490020
17 H -1.150395 -1.982356 0.669690
18 H -0.116836 -1.854854 2.151737
19 H -1.758746 -1.540329 2.169452
20 H 3.687167 0.038751 1.483810
21 H 2.099124 0.284855 2.342166
22 H 2.765636 -1.328155 2.021820
23 H 1.269576 1.404132 0.605881
24 H -0.410336 0.451342 2.358305
25 H -0.019986 2.549391 -1.536371
26 H 0.551419 -1.559415 -1.898206
27 H 1.913432 -1.357692 -0.007284

Cartesian forces (eV/Å) of the 3 atoms listed first:
C -0.2 -0.4 -0.7
C 0.0 0.4 -0.5
C -1.7 1.8 -0.7

## Properties
Energy relative to the best compared isomer or geometry (same formula, charge and spin)   56.0 kcal per mole
Net charge   +1
2S+1   1

---

Entry 3:
Molecular formula: C37H45N5Pt
Method: DFT, the ωB97M-V functional and the def2-TZVPD basis

Element x y z (Å)
1 Pt 0.066894 -0.017265 -0.007358
2 C 1.808807 0.921846 5.884108
3 C 1.691988 -0.510471 5.355937
4 C 0.797486 -0.607635 4.159988
5 C -0.504317 -0.985924 4.114127
6 C -1.366720 -1.468564 5.237950
7 C -1.395667 -2.995928 5.335886
8 C -0.921648 -0.868445 2.733581
9 C -2.184860 -1.170508 2.266024
10 C -2.619173 -1.049465 0.961810
11 C -3.960685 -1.350290 0.508871
12 C -5.073838 -1.829690 1.385935
13 C -5.815102 -0.681201 2.075227
14 C -3.992818 -1.073991 -0.819560
15 C -2.669847 -0.610042 -1.177826
16 C -2.292728 -0.219497 -2.447277
17 C -1.049458 0.250222 -2.816498
18 N 0.022174 0.378563 -1.985132
19 C 1.039047 0.885422 -2.736809
20 C 2.305339 1.175217 -2.272454
21 C 2.748186 1.025708 -0.973499
22 N 2.001730 0.551298 0.062363
23 C 2.804981 0.573912 1.163547
24 C 2.425269 0.194311 2.434494
25 C 1.174179 -0.252595 2.809263
26 N 0.116145 -0.427170 1.968002
27 C 4.117443 1.069612 0.809879
28 C 4.080366 1.355726 -0.515690
29 C 5.184991 1.875156 -1.381546
30 C 5.915729 0.756355 -2.128286
31 C 5.249358 1.270018 1.768122
32 C 5.131624 2.586209 2.541041
33 C 0.599151 1.079782 -4.102839
34 C -0.697534 0.684210 -4.152720
35 C -1.640186 0.717896 -5.313803
36 C -2.555975 1.944828 -5.291137
37 C 1.443286 1.654126 -5.196187
38 C 1.549076 3.179806 -5.118554
39 N -1.860687 -0.610581 -0.082218
40 C -5.150338 -1.164274 -1.762992
41 C -5.805137 0.195033 -2.025061
42 H 2.487046 0.974877 6.737091
43 H 0.832841 1.294125 6.199338
44 H 2.180318 1.593947 5.109013
45 H 1.306910 -1.159629 6.145033
46 H 2.685200 -0.893356 5.107189
47 H -2.384030 -1.089891 5.111593
48 H -1.002767 -1.047638 6.177731
49 H -1.796621 -3.436051 4.421574
50 H -2.010814 -3.327464 6.173775
51 H -0.387800 -3.390086 5.473993
52 H -2.904320 -1.524387 2.992790
53 H -4.679338 -2.513715 2.141139
54 H -5.778144 -2.412686 0.788652
55 H -5.131155 -0.090511 2.686897
56 H -6.613382 -1.055435 2.718044
57 H -6.257982 -0.011053 1.337238
58 H -3.045624 -0.275881 -3.222364
59 H 3.014619 1.564569 -2.990980
60 H 3.174034 0.265635 3.212646
61 H 5.895810 2.428965 -0.764529
62 H 4.784149 2.594772 -2.099971
63 H 6.344133 0.041856 -1.423895
64 H 6.722315 1.154078 -2.746038
65 H 5.228825 0.207172 -2.773997
66 H 6.193197 1.251133 1.219205
67 H 5.291711 0.433976 2.470786
68 H 5.113967 3.433554 1.853978
69 H 5.969634 2.718473 3.227091
70 H 4.207253 2.615387 3.120301
71 H -2.246949 -0.191315 -5.322301
72 H -1.067870 0.709447 -6.243529
73 H -3.171343 1.956015 -4.390123
74 H -3.218726 1.958721 -6.157718
75 H -1.967134 2.863170 -5.296890
76 H 1.021271 1.370200 -6.162293
77 H 2.443560 1.214382 -5.159974
78 H 0.564808 3.638302 -5.224798
79 H 2.193979 3.570698 -5.907056
80 H 1.954610 3.495481 -4.156343
81 H -5.893890 -1.851828 -1.354428
82 H -4.821035 -1.599247 -2.710391
83 H -6.166048 0.634173 -1.094046
84 H -6.650781 0.099744 -2.707844
85 H -5.091248 0.895492 -2.461121
86 N -1.316853 4.020487 0.993274
87 C -0.904278 2.994663 0.627433
88 H -1.673512 4.895062 1.311141

Cartesian forces (eV/Å) of the 3 atoms listed first:
Pt 0.1 -0.5 -0.1
C 0.0 0.0 0.0
C 0.0 0.0 0.0

## Properties
Energy relative to the best compared isomer or geometry (same formula, charge and spin)   0.0 kcal per mole
2S+1   1

---

Entry 4:
Molecular formula: C3H7NO
Method: DFT, the ωB97M-V functional and the def2-TZVPD basis

Element x y z (Å)
1 C -0.575387 -0.767922 -1.225107
2 N 0.114505 -0.409027 -0.060761
3 C 0.770524 0.893612 -0.390229
4 C -0.342479 -0.403906 1.319018
5 O -0.550667 -1.835641 -1.763495
6 H -1.147635 0.041627 -1.727469
7 H 1.403374 0.621672 -1.225469
8 H 0.192467 1.800574 -0.515989
9 H 1.486391 1.040291 0.423082
10 H 0.397945 -0.758538 2.031735
11 H -0.425249 0.626665 1.683270
12 H -1.323791 -0.849408 1.451416

Cartesian forces (eV/Å) of the 3 atoms listed first:
C -0.9 -0.4 -0.1
N 0.7 1.9 -0.2
C 1.5 -1.8 0.8

## Properties
Energy relative to the best compared isomer or geometry (same formula, charge and spin)   48.1 kcal per mole
2S+1   1

---

Highest occupied orbital energy per entry: -13.82 -10.87 -6.48 -9.27 eV
Total energy per entry: -17662.002 -13016.997 -49799.319 -6760.665 eV